No. 1
Computed, not measured: a 2-piece molecular cluster, C4H10BrP overall at a distorted geometry, with ωB97M-V/def2-TZVPD.

Last columns: bonded neighbours and bond lengths (Å).
Element x y z (Å)
1 C -0.2025 1.0370 1.0135  C4 1.571, H7 1.169, H8 1.204, H9 1.073
2 C 0.1387 0.4548 -1.5927  C4 1.606, H10 1.119, H11 1.147, H12 1.094
3 C -1.1726 -0.9644 -0.1244  C4 1.485, H13 1.100, H14 1.141, H15 1.174
4 C 0.0120 -0.0707 -0.0803  C1 1.571, C2 1.606, C3 1.485, P5 1.886
5 P 1.5438 -1.1336 0.2055  C4 1.886, Br6 2.141
6 Br 3.0816 0.3531 0.3012  P5 2.141
7 H 0.1211 0.5404 2.0206  C1 1.169
8 H 0.3880 2.0301 0.6746  C1 1.204
9 H -1.2733 1.0923 1.0461  C1 1.073
10 H -0.8308 0.9130 -1.9134  C2 1.119
11 H 0.3941 -0.4822 -2.2033  C2 1.147
12 H 0.8795 1.2596 -1.5871  C2 1.094
13 H -1.1694 -1.6372 -0.9950  C3 1.100
14 H -1.1750 -1.5116 0.8771  C3 1.141
15 H -2.1378 -0.3002 -0.0431  C3 1.174
16 H 1.4025 -1.5804 2.4007  no bonds

Output
total charge: 0
gap between HOMO and LUMO: 8.2019 eV
relative energy (zero: lowest compared OMol25 entry of this formula, charge and spin): 247.5 kJ/mol
calculated total energy: -3073.6614 Ha
M: 169.002 Da
2S+1: 1



No. 2
Computed, not measured: C20H29N3O6S in the gas phase at a distorted geometry, with ωB97M-V/def2-TZVPD.

Last columns: bonded neighbours and bond lengths (Å).
Element x y z (Å)
1 C 3.6181 1.6374 3.2384  O2 1.408, H31 1.095, H32 1.096, H33 1.089
2 O 3.0681 0.8869 2.1814  C1 1.408, C3 1.416
3 C 1.7416 0.4489 2.4105  O2 1.416, C4 1.538, H34 1.097, H35 1.093
4 C 0.6669 1.5349 2.2356  C3 1.538, C5 1.537, H36 1.090, H37 1.091
5 C 0.9824 2.5015 1.0826  C4 1.537, N6 1.443, H38 1.092, H39 1.094
6 N 1.5126 1.8210 -0.0745  C5 1.443, C7 1.339, H40 1.009
7 C 0.8164 1.6127 -1.1992  N6 1.339, O8 1.215, C9 1.533
8 O -0.2819 2.0822 -1.4247  C7 1.215
9 C 1.5236 0.7230 -2.2272  C7 1.533, N10 1.449, H41 1.094, H42 1.095
10 N 2.3168 -0.3381 -1.6413  C9 1.449, C11 1.363, C30 1.401
11 C 3.6658 -0.3432 -1.8380  N10 1.363, O12 1.211, C13 1.521
12 O 4.2397 0.5029 -2.4863  C11 1.211
13 C 4.4032 -1.4640 -1.1207  C11 1.521, O14 1.412, H43 1.103, H44 1.091
14 O 3.6878 -2.6780 -1.0324  C13 1.412, C15 1.360
15 C 2.3942 -2.5364 -0.6361  O14 1.360, C16 1.389, C30 1.404
16 C 1.7701 -3.5901 0.0193  C15 1.389, C17 1.385, H45 1.078
17 C 0.4699 -3.4528 0.4763  C16 1.385, C18 1.381, H46 1.077
18 C -0.1966 -2.2628 0.2613  C17 1.381, S19 1.792, C29 1.381
19 S -1.7577 -1.9436 1.0824  C18 1.792, O20 1.436, O21 1.438, N22 1.666
20 O -2.5113 -3.1645 1.1484  S19 1.436
21 O -1.4271 -1.2923 2.3208  S19 1.438
22 N -2.4578 -0.8089 0.0834  S19 1.666, C23 1.450, C28 1.444
23 C -3.3207 0.1615 0.7292  N22 1.450, C24 1.529, H47 1.091, H48 1.097
24 C -3.2106 1.5281 0.0531  C23 1.529, C25 1.532, H49 1.091, H50 1.090
25 C -4.1744 1.7379 -1.1189  C24 1.532, C26 1.532, H51 1.093, H52 1.091
26 C -4.3915 0.5108 -2.0105  C25 1.532, C27 1.530, H53 1.092, H54 1.092
27 C -3.1352 -0.3301 -2.2436  C26 1.530, C28 1.529, H55 1.092, H56 1.090
28 C -2.9276 -1.3843 -1.1554  N22 1.444, C27 1.529, H57 1.100, H58 1.094
29 C 0.3889 -1.2252 -0.4362  C18 1.381, C30 1.388, H59 1.075
30 C 1.6900 -1.3514 -0.9037  N10 1.401, C15 1.404, C29 1.388
31 H 3.0751 2.5735 3.4022  C1 1.095
32 H 3.6153 1.0607 4.1703  C1 1.096
33 H 4.6447 1.8626 2.9550  C1 1.089
34 H 1.6521 0.0096 3.4116  C3 1.097
35 H 1.5736 -0.3487 1.6829  C3 1.093
36 H -0.2752 1.0140 2.0617  C4 1.090
37 H 0.5634 2.1207 3.1497  C4 1.091
38 H 0.0756 3.0235 0.7711  C5 1.092
39 H 1.7218 3.2401 1.4066  C5 1.094
40 H 2.4154 1.3898 0.0591  N6 1.009
41 H 0.7642 0.3053 -2.8948  C9 1.094
42 H 2.2109 1.3396 -2.8162  C9 1.095
43 H 4.6554 -1.0996 -0.1106  C13 1.103
44 H 5.3290 -1.6829 -1.6557  C13 1.091
45 H 2.3291 -4.4980 0.1766  C16 1.078
46 H -0.0284 -4.2456 1.0090  C17 1.077
47 H -2.9625 0.2244 1.7582  C23 1.091
48 H -4.3612 -0.1871 0.7485  C23 1.097
49 H -3.4013 2.3047 0.7958  C24 1.091
50 H -2.1858 1.6533 -0.2956  C24 1.090
51 H -5.1485 2.0547 -0.7385  C25 1.093
52 H -3.7789 2.5545 -1.7253  C25 1.091
53 H -5.1627 -0.1301 -1.5774  C26 1.092
54 H -4.7730 0.8591 -2.9727  C26 1.092
55 H -3.2310 -0.8594 -3.1938  C27 1.092
56 H -2.2613 0.3186 -2.3009  C27 1.090
57 H -3.8616 -1.9422 -0.9929  C28 1.100
58 H -2.1639 -2.1038 -1.4652  C28 1.094
59 H -0.1941 -0.3355 -0.5928  C29 1.075

Output
total charge: 0
gap between HOMO and LUMO: 9.4784 eV
SMILES string: COCCCNC(=O)CN1C(=O)COc2ccc(S(=O)(=O)N3CCCCCC3)cc21
relative energy (zero: lowest compared OMol25 entry of this formula, charge and spin): 225.8 kJ/mol
calculated total energy: -1793.4210 Ha
M: 439.534 Da
2S+1: 1



No. 3
Computed, not measured: C4H7NO3 in the gas phase at a distorted geometry, with ωB97M-V/def2-TZVPD.

Last columns: bonded neighbours and bond lengths (Å).
Element x y z (Å)
1 C -2.4793 -0.0284 -0.9966  N2 1.277, H9 1.079, H10 1.084
2 N -1.3378 0.2073 -0.4750  C1 1.277, O3 1.390
3 O -1.1961 -0.6037 0.6448  N2 1.390, C4 1.404
4 C 0.0134 -0.2608 1.2702  O3 1.404, C5 1.569, H11 1.060, H12 1.075
5 C 1.2725 -0.6023 0.3981  C4 1.569, C6 1.543, H13 1.135, H14 1.083
6 C 1.9254 0.5669 -0.3689  C5 1.543, O7 1.204, O8 1.337
7 O 3.1210 0.6858 -0.4516  C6 1.204
8 O 1.1354 1.4282 -1.0192  C6 1.337, H15 0.970
9 H -3.1188 -0.7106 -0.4578  C1 1.079
10 H -2.8288 0.5326 -1.8554  C1 1.084
11 H 0.1051 0.7517 1.5707  C4 1.060
12 H 0.0312 -0.8538 2.1662  C4 1.075
13 H 1.0421 -1.3176 -0.4518  C5 1.135
14 H 2.1226 -1.0517 0.8959  C5 1.083
15 H 0.1921 1.2564 -0.8696  O8 0.970

Output
total charge: 0
gap between HOMO and LUMO: 10.5500 eV
SMILES string: C=NOCCC(=O)O
relative energy (zero: lowest compared OMol25 entry of this formula, charge and spin): 300.1 kJ/mol
calculated total energy: -437.0291 Ha
M: 117.104 Da
2S+1: 1



No. 4
Computed, not measured: C10H7F9N2S2 in the gas phase at a distorted geometry, with ωB97M-V/def2-TZVPD.

Last columns: bonded neighbours and bond lengths (Å).
Element x y z (Å)
1 F -2.3729 -2.5635 -2.3452  C2 1.513
2 C -1.1050 -2.0080 -1.7338  F1 1.513, F3 1.515, C4 1.633, C15 1.624
3 F -0.0277 -2.6622 -2.5738  C2 1.515
4 C -0.9773 -0.4051 -2.0178  C2 1.633, C5 1.628, H24 1.194, H25 1.194
5 C 0.5281 0.2026 -2.1347  C4 1.628, C6 1.651, H26 1.194, H27 1.167
6 C 1.0854 0.9696 -0.7827  C5 1.651, C7 1.644, C14 1.652
7 C 2.3849 0.4355 0.0711  C6 1.644, C8 1.641, H28 1.179
8 C 2.8631 1.2152 1.4336  C7 1.641, C9 1.643, H29 1.172
9 C 2.0118 2.5230 1.9466  C8 1.643, N10 1.514, C13 1.642
10 N 2.1559 3.4238 3.1545  C9 1.514, S11 1.774
11 S 0.9007 4.6767 3.1181  N10 1.774, N12 1.776
12 N -0.0313 4.3349 1.6456  S11 1.776, C13 1.524
13 C 0.7222 3.1175 1.1230  C9 1.642, N12 1.524, C14 1.660
14 C 0.2716 2.3053 -0.2525  C6 1.652, C13 1.660, H30 1.177
15 C -0.8212 -2.5038 -0.2132  C2 1.624, F16 1.511, F17 1.502, S18 1.849
16 F 0.6251 -2.2319 0.1292  C15 1.511
17 F -0.9443 -4.0003 -0.1917  C15 1.502
18 S -1.8519 -1.7935 1.1472  C15 1.849, F19 1.749, F20 1.711, F21 1.705, F22 1.745, F23 1.714
19 F -0.6754 -2.3923 2.2951  S18 1.749
20 F -1.0443 -0.2857 1.1871  S18 1.711
21 F -3.1166 -1.2496 0.1420  S18 1.705
22 F -2.6279 -3.3497 1.2918  S18 1.745
23 F -2.7756 -1.2753 2.4953  S18 1.714
24 H -1.5078 -0.2075 -3.0692  C4 1.194
25 H -1.5886 0.2751 -1.2499  C4 1.194
26 H 0.4884 1.0476 -2.9779  C5 1.194
27 H 1.3677 -0.5369 -2.4680  C5 1.167
28 H 2.9429 -0.5234 -0.3274  C7 1.179
29 H 3.7759 0.8150 2.0502  C8 1.172
30 H -0.6555 2.6469 -0.8924  C14 1.177

Output
total charge: 0
gap between HOMO and LUMO: 6.2466 eV
SMILES string: FC(F)(CCc1ccc2nsnc2c1)C(F)(F)S(F)(F)(F)(F)F
calculated total energy: -2189.3984 Ha
M: 390.296 Da
2S+1: 1



No. 5
Computed, not measured: C6H3NO in the gas phase at a distorted geometry, with ωB97M-V/def2-TZVPD.

Last columns: bonded neighbours and bond lengths (Å).
Element x y z (Å)
1 C 1.9270 -0.2653 2.1779  C2 1.396, H9 1.120
2 C 0.7947 0.1474 1.4730  C1 1.396, C3 1.394
3 C 0.0639 0.2115 0.2871  C2 1.394, C4 1.314, C7 1.673
4 C 0.3454 0.6679 -0.9126  C3 1.314, C5 1.439, H10 1.167
5 C -0.7337 0.3586 -1.8126  C4 1.439, N6 1.362, H11 1.097
6 N -1.7413 -0.4040 -1.3048  C5 1.362, C7 1.474
7 C -1.3610 -0.6438 0.0986  C3 1.673, N6 1.474, O8 1.206
8 O -1.6966 -1.4334 0.9457  C7 1.206
9 H 2.2684 -0.6102 3.1878  C1 1.120
10 H 1.1946 1.3613 -1.3118  C4 1.167
11 H -1.0614 0.6099 -2.8284  C5 1.097

Output
total charge: 0
gap between HOMO and LUMO: 7.6142 eV
SMILES string: C#CC1=CC=NC1=O
relative energy (zero: lowest compared OMol25 entry of this formula, charge and spin): 364.0 kJ/mol
calculated total energy: -360.2328 Ha
M: 105.096 Da
2S+1: 1



No. 6
Computed, not measured: an isolated ion of composition C2H7NO3P and charge -1 at a distorted geometry, with ωB97M-V/def2-TZVPD.

Last columns: bonded neighbours and bond lengths (Å).
Element x y z (Å)
1 C -0.9975 -0.6532 -1.1683  C2 1.549, H8 1.036, H9 1.013, H10 1.166
2 C 0.4102 -0.7521 -0.5291  C1 1.549, O3 1.452, P4 1.883, H11 1.137
3 O 0.7003 -1.7594 0.4759  C2 1.452, H12 0.939
4 P 0.7128 0.9284 0.2647  C2 1.883, N5 1.709, O6 1.707, O7 1.510
5 N -0.7568 1.3821 1.0101  P4 1.709, H13 1.007, H14 1.019
6 O 1.7217 0.4682 1.5628  P4 1.707
7 O 1.0838 2.0476 -0.6782  P4 1.510
8 H -1.1013 -1.4406 -1.8331  C1 1.036
9 H -1.7641 -0.7710 -0.5174  C1 1.013
10 H -0.9547 0.3384 -1.7800  C1 1.166
11 H 1.3014 -0.8708 -1.2259  C2 1.137
12 H 1.2853 -1.4146 1.1247  O3 0.939
13 H -0.4717 1.9189 1.8124  N5 1.007
14 H -1.1695 0.5783 1.4814  N5 1.019

Output
total charge: -1
gap between HOMO and LUMO: 8.3742 eV
SMILES string: C[C@H](O)[P@@](N)(=O)[O-]
relative energy (zero: lowest compared OMol25 entry of this formula, charge and spin): 119.0 kJ/mol
calculated total energy: -702.3341 Ha
M: 124.056 Da
2S+1: 1



Question: What is the gap between HOMO and LUMO in the third record?
Answer: 10.5500 eV